(1)
A structure of composition C25H35N11OPPbS in a non-equilibrium geometry. Source: the Open Molecules 2025 dataset; level of theory: ωB97M-V/def2-TZVPD.

Atoms and positions in Å:
Pb1 -1.46608 1.36738 0.62625
C1 -3.32275 -4.34067 -2.29374
N1 -2.98742 -3.27620 -1.33565
C2 -2.83504 -3.71250 0.05858
P1 -3.15777 -1.66113 -1.68197
O1 -2.69275 -0.79184 -0.57176
N2 -2.60182 -1.45955 -3.18860
C3 -1.31639 -2.05121 -3.61167
C4 -2.93481 -0.18601 -3.86746
N3 -4.84918 -1.50567 -1.83752
C5 -5.59821 -2.12743 -2.92927
C6 -5.64916 -1.04346 -0.70200
H1 -2.58277 -5.13592 -2.21059
H2 -3.32615 -3.97198 -3.31107
H3 -4.29697 -4.77979 -2.05809
H4 -1.92069 -4.30648 0.14032
H5 -3.67159 -4.34336 0.36135
H6 -2.76507 -2.85137 0.71653
H7 -1.08626 -2.95370 -3.04893
H8 -0.49561 -1.34636 -3.46410
H9 -1.37120 -2.30794 -4.67022
H10 -3.89354 0.21024 -3.53010
H11 -2.99975 -0.35232 -4.94259
H12 -2.16662 0.57151 -3.68442
H13 -4.96482 -2.30897 -3.78782
H14 -6.41446 -1.46012 -3.21886
H15 -6.05597 -3.06366 -2.58934
H16 -5.01508 -0.69011 0.09889
H17 -6.30557 -1.84324 -0.34849
H18 -6.29178 -0.22523 -1.04273
N4 -0.97089 -0.41603 2.07215
C7 -0.62706 -1.37280 2.57853
C8 -0.14226 -2.59825 3.13305
C9 -0.42781 -2.98900 4.44961
N5 -0.68087 -3.31480 5.53927
C10 0.61195 -3.41117 2.24648
N6 1.20094 -4.01603 1.44944
C11 -0.42465 3.45676 4.57467
C12 -0.97550 2.82515 3.49019
N7 -0.26651 2.59222 2.36791
C13 1.01902 2.96249 2.31954
C14 1.66872 3.55621 3.38767
C15 0.91126 3.83468 4.51831
C16 3.10582 3.93283 3.34692
C17 4.18553 3.19090 3.07820
C18 4.31909 1.73675 2.77617
C19 5.54280 1.25743 2.31038
C20 5.64041 -0.09122 1.99859
N8 4.61830 -0.93450 2.15694
C21 3.52103 -0.38722 2.67575
N9 3.30651 0.88717 2.98208
H19 -1.02963 3.65473 5.45425
H20 -2.01996 2.51205 3.50021
H21 1.55545 2.76936 1.39357
H22 1.37276 4.33000 5.36560
H23 3.29377 4.96805 3.61916
H24 5.14061 3.70646 3.11219
H25 6.39283 1.92165 2.20010
H26 6.56243 -0.51147 1.61054
H27 2.69707 -1.07090 2.88355
S1 0.58215 0.27318 -0.70328
C22 1.89990 1.25864 -1.30347
N10 1.70650 2.41840 -1.90393
C23 2.77511 3.18380 -2.58647
C24 3.91197 2.25358 -2.96294
C25 4.31850 1.42519 -1.75919
N11 3.12405 0.77732 -1.17859
H28 0.76184 2.73055 -2.01773
H29 3.12015 3.98651 -1.93827
H30 2.34008 3.63426 -3.47233
H31 4.76064 2.84023 -3.30370
H32 3.60688 1.59789 -3.78082
H33 4.78782 2.05338 -1.00411
H34 5.02167 0.64650 -2.03679
H35 3.21690 -0.11386 -0.71432

Results
E_tot, a.u.: -2582.66331
LUMO energy (alpha / beta), eV: -11.28 / -11.06
Charge: +3

Löwdin atomic charge list, values in e, 8 entries: atom 1 (Pb): 1.1731, atom 2 (C): -0.0480, atom 3 (N): -0.2144, atom 4 (C): -0.0400, atom 5 (P): 0.5246, atom 6 (O): -0.4370, atom 7 (N): -0.2996, atom 8 (C): -0.0575

***

(2)
A structure of composition C25H36BiNO2 in a non-equilibrium geometry. Source: the Open Molecules 2025 dataset; level of theory: ωB97M-V/def2-TZVPD.

Atoms and positions in Å:
O1 0.39841 -7.47479 -2.68283
C1 0.43612 -8.57339 -1.69436
C2 0.94553 -9.62710 -2.69269
H1 -0.56907 -8.80535 -1.31813
H2 1.16428 -8.35889 -0.89939
C3 0.85867 -8.42694 -3.68349
H3 0.23167 -10.42562 -2.87329
H4 1.95521 -9.96340 -2.47585
C4 -0.15981 -8.66569 -4.78628
H5 -1.12907 -8.99980 -4.38934
H6 0.21685 -9.43678 -5.46073
H7 -0.29879 -7.74420 -5.36530
C5 2.20822 -8.03145 -4.25629
H8 2.95847 -7.89966 -3.46263
H9 2.10107 -7.09415 -4.81827
H10 2.55426 -8.80756 -4.94027
Bi1 -0.37991 -0.03589 0.41225
C6 2.06918 1.48025 0.50009
C7 1.57673 1.10524 1.79810
C8 1.72130 -0.33061 1.91868
H11 1.23000 1.76925 2.58533
C9 2.37603 -0.80956 0.72468
C10 2.56804 0.30383 -0.14815
H12 3.04650 0.27540 -1.12510
H13 2.07899 2.49026 0.10473
H14 1.41980 -0.90421 2.78098
H15 2.73820 -1.81384 0.56910
C11 -1.15084 2.03324 -1.21127
C12 -0.12990 1.53054 -2.08640
C13 -0.50272 0.22562 -2.51989
H16 0.76680 2.08046 -2.36167
C14 -1.76200 -0.10417 -1.91553
C15 -2.18352 1.02584 -1.11120
H17 -3.12884 1.12424 -0.60000
H18 -1.15780 3.01774 -0.75396
H19 0.05223 -0.40924 -3.20135
H20 -2.33475 -1.00271 -2.07741
O2 -0.23270 -2.36576 -0.34486
C16 0.48297 -3.00817 -1.47049
C17 0.77866 -4.40848 -1.00140
H21 1.39085 -2.42665 -1.71352
H22 -0.16568 -2.95247 -2.35752
C18 -0.30053 -4.68113 0.04686
H23 1.75141 -4.37238 -0.48396
H24 0.82425 -5.15651 -1.79378
C19 -0.48669 -3.35673 0.72218
H25 -0.10715 -5.49463 0.74545
H26 -1.24547 -4.87855 -0.49052
H27 0.21975 -3.18790 1.55170
H28 -1.50219 -3.21504 1.12970
C20 -0.73786 3.69284 2.01833
C21 -1.60682 2.58959 2.41821
C22 -2.65546 2.64891 3.34646
C23 -3.27065 1.34315 3.30020
C24 -2.60493 0.58165 2.35189
C25 -2.94615 -0.80541 1.86650
N1 -1.57281 1.31617 1.89236
H29 -0.89270 4.02602 0.98924
H30 0.32625 3.46073 2.09359
H31 -0.98679 4.48622 2.69685
H32 -2.85126 3.54068 3.90003
H33 -4.11868 0.89302 3.84050
H34 -2.74567 -1.55391 2.64560
H35 -4.00873 -0.83678 1.64044
H36 -2.44322 -1.25447 0.96119

Results
E_tot, a.u.: -1393.86138
LUMO energy, eV: -0.26
Charge: 0

natural (NBO) atomic charge list, values in e, 8 entries: atom 1 (O): -0.5575, atom 2 (C): -0.0615, atom 3 (C): -0.4646, atom 4 (H): 0.1803, atom 5 (H): 0.1781, atom 6 (C): 0.2739, atom 7 (H): 0.2118, atom 8 (H): 0.2112

***

(3)
A structure of composition C25H36BrCaCl3F7NO11PS in a non-equilibrium geometry. Source: the Open Molecules 2025 dataset; level of theory: ωB97M-V/def2-TZVPD.

Atoms and positions in Å:
C1 -0.54359 -1.12733 3.75659
C2 -0.59831 -0.28852 2.91305
C3 -0.66822 0.74587 1.87813
Br1 0.55870 2.07522 2.74812
O1 -1.92261 1.40997 2.06809
S1 -3.25930 1.33289 1.22340
O2 -3.76245 2.67311 1.28818
O3 -4.19629 0.36812 1.67705
C4 -2.69857 1.02371 -0.49165
N1 -3.29589 2.14444 -1.27404
C5 -4.51248 2.24256 -1.38829
O4 -5.65945 2.34994 -1.51708
P1 -3.50000 -0.47372 -1.36234
O5 -4.60870 -1.11277 -0.63602
C6 -1.13092 1.19817 -0.62167
C7 -0.73586 1.00959 -2.07053
C8 -1.48844 0.75065 -3.16531
C9 -0.88636 2.73858 -0.31888
C10 -0.52293 3.73677 -1.41831
C11 -1.61133 4.77729 -1.65800
O6 0.60993 4.55797 -0.94136
C12 -0.27164 0.28698 0.40344
C13 -0.48358 -1.28542 0.25937
C14 -0.03850 -1.93902 -1.06473
C15 -1.76452 -1.94166 0.87192
C16 -2.37548 -3.14702 0.15098
C17 -3.42548 -3.78191 1.09072
C18 1.26668 0.49873 0.12959
F1 1.61687 0.13585 -1.13188
F2 1.63056 1.82982 0.05492
C19 2.38684 -0.17433 1.01066
F3 2.79621 -1.29952 0.37239
F4 2.06378 -0.57952 2.23933
C20 3.69364 0.68594 1.12083
F5 3.52495 1.73808 1.87155
F6 4.55939 -0.10450 1.74189
F7 4.20818 0.95962 -0.05390
H1 -0.20210 -1.78047 4.52715
H2 -2.41489 -1.29811 -1.66395
H3 -3.90910 -0.05464 -2.63427
H4 0.28196 1.31476 -2.28884
H5 -1.21979 0.01292 -3.91605
H6 -2.39664 1.30768 -3.36296
H7 -1.72501 3.18491 0.21637
H8 -0.13406 2.88815 0.44456
H9 -0.22319 3.42465 -2.41686
H10 -1.96994 5.17590 -0.69765
H11 -1.10336 5.59623 -2.22089
H12 -2.42580 4.39368 -2.25929
H13 1.37968 4.05195 -1.22658
H14 0.28700 -1.66292 0.94001
H15 -0.36380 -1.45037 -1.97901
H16 -0.37383 -2.97035 -1.13430
H17 1.03870 -2.05054 -1.13249
H18 -1.51602 -2.38722 1.83102
H19 -2.58439 -1.26864 1.14080
H20 -2.88359 -2.96591 -0.78989
H21 -1.62182 -3.91969 0.01379
H22 -3.96350 -3.01987 1.65463
H23 -2.91716 -4.45307 1.78555
H24 -4.13166 -4.37563 0.51381
Ca1 -0.89080 6.80622 -0.32471
C21 4.88109 4.38656 4.16128
Cl1 6.29291 4.43212 5.21443
Cl2 4.06265 6.00048 4.09265
H25 5.25613 4.05281 3.11928
H26 4.16715 3.67904 4.57197
Cl3 6.84920 3.14879 2.68277
C22 4.47234 -4.34710 -2.28581
C23 3.18698 -4.19317 -1.48604
C24 3.20082 -5.06585 -0.24028
O7 2.06274 -4.52480 -2.29526
H27 4.59034 -5.38197 -2.61935
H28 4.44516 -3.71866 -3.17673
H29 5.34549 -4.07230 -1.69191
H30 3.05977 -3.14780 -1.19873
H31 3.28025 -6.12088 -0.51535
H32 2.27178 -4.94700 0.31747
H33 4.03816 -4.81168 0.41249
H34 2.14495 -5.44733 -2.56128
O8 -3.10386 8.47988 2.06190
H35 -3.40336 9.36157 2.30833
H36 -2.77350 8.09998 2.88395
C25 -0.81080 -6.10128 -2.09065
O9 -0.34366 -6.20999 -0.94959
O10 -0.68716 -6.97476 -2.99901
O11 -1.45734 -5.09085 -2.49267

Results
E_tot, a.u.: -7926.94972
LUMO energy, eV: -2.50
Charge: -1

Löwdin atomic charge list, values in e, 8 entries: atom 1 (C): 0.1732, atom 2 (C): -0.1981, atom 3 (C): -0.6144, atom 4 (Br): 1.0038, atom 5 (O): -0.2446, atom 6 (S): 0.6452, atom 7 (O): -0.2444, atom 8 (O): -0.2204

***

What is the formula in the first record? C25H35N11OPPbS